Computed, not measured: 5 unconnected molecules or ions with the total composition C5H22N2O4S at a distorted geometry, with the ωB97M-V functional and the def2-TZVPD basis.

- 2S+1 = 2
- calculated total energy (eV) = -27543.29727
- frontier orbital gap (alpha / beta) (eV) = 2.47 / 8.43
- total charge = -1
- energy above the lowest of the compared OMol25 structures with the same formula, charge and spin (kcal per mole) = 48.9

Each line ends with the Löwdin charge.
Geometry (Å):
N (-1.3937, 2.2201, 1.3734)  0.02
C (-0.0344, 1.8418, 1.1892)  -0.57
C (0.8261, 2.9583, 0.6678)  -0.62
S (2.4952, 2.8040, 1.0798)  0.70
C (0.0382, 0.7369, 0.2230)  -0.22
N (1.4571, 0.2563, 0.3607)  -0.13
C (1.6376, -0.8470, 1.3509)  -0.28
C (0.6202, -1.9504, 1.4893)  -0.14
H (-1.8221, 3.1514, 1.1426)  0.09
H (-1.6087, 2.2347, 2.3804)  0.08
H (0.4202, 1.5003, 2.2079)  0.16
H (0.6568, 3.2007, -0.4937)  0.13
H (0.4503, 3.8168, 1.4205)  0.11
H (2.7352, 1.7207, 0.3309)  -0.13
H (-0.8031, -0.0614, 0.3958)  0.09
H (-0.1874, 1.0491, -0.8457)  0.13
H (1.8444, -0.0918, -0.5409)  0.10
H (2.4857, -1.3439, 0.8875)  0.10
H (1.8651, -0.4414, 2.3648)  0.11
H (-0.2730, -1.3397, 1.8970)  0.09
H (0.8490, -2.7292, 2.1609)  0.05
H (0.3448, -2.4610, 0.6149)  0.01
H (-2.5391, 0.8773, -3.1927)  0.02
H (-1.6286, -0.3891, -3.0181)  -0.09
O (-2.2763, 0.0138, -3.4600)  -0.02
H (-1.6432, -1.6273, 0.4125)  -0.07
H (-2.5448, -0.4513, 0.7467)  -0.05
O (-2.4313, -1.3321, 0.7560)  -0.03
H (0.6597, -1.5719, -2.4578)  -0.15
H (0.3801, -0.8785, -3.6579)  -0.01
O (0.7960, -0.8356, -2.8508)  -0.02
H (-1.2237, -3.1911, -1.5535)  -0.06
H (0.1665, -3.8809, -1.7785)  0.01
O (-0.3191, -2.9585, -1.6030)  -0.38


Computed, not measured: 6 unconnected molecules or ions with the total composition C5H22N2O6 at a distorted geometry, with the ωB97M-V functional and the def2-TZVPD basis.

- calculated total energy (eV) = -20808.45851
- frontier orbital gap (eV) = 9.65
- energy above the lowest of the compared OMol25 structures with the same formula, charge and spin (kcal per mole) = 18.7
- structure (SMILES) = CNC[C@@H](C)NC=O.O.O.O.O.O

Each line ends with the Löwdin charge.
Geometry (Å):
C (-2.6777, 0.8345, -1.1601)  -0.12
N (-1.8003, 1.4269, -0.1622)  -0.13
C (-1.0679, 0.4159, 0.6064)  -0.20
C (0.2690, 0.9672, 1.0846)  -0.35
C (0.8999, -0.0038, 2.0738)  -0.04
N (1.1455, 1.1610, -0.0632)  0.06
C (1.7123, 2.3672, -0.3473)  -0.35
O (1.5541, 3.3520, 0.3483)  0.01
H (-2.1368, 0.2113, -1.8876)  0.07
H (-3.4337, 0.2088, -0.6902)  0.08
H (-3.1955, 1.6196, -1.7078)  0.08
H (-1.1540, 2.0646, -0.6154)  0.11
H (-1.6801, 0.1865, 1.4838)  0.13
H (-0.9159, -0.5078, 0.0396)  0.10
H (0.1318, 1.9390, 1.5496)  0.14
H (1.0784, -0.9883, 1.6298)  0.07
H (1.8561, 0.3571, 2.4569)  0.08
H (0.2645, -0.1631, 2.9459)  0.08
H (1.2148, 0.4012, -0.7329)  0.09
H (2.3256, 2.3679, -1.2528)  0.13
O (0.6886, -4.1092, 0.2586)  -0.07
H (0.9095, -5.0346, 0.1599)  0.06
H (1.4930, -3.5972, -0.0222)  0.02
O (-0.9311, -2.9194, -1.5381)  -0.08
H (-0.4410, -3.4603, -0.8690)  0.01
H (-1.7197, -2.5945, -1.0389)  0.08
O (2.7630, -2.5288, -0.5733)  -0.07
H (3.1508, -1.9323, 0.0771)  0.06
H (2.1937, -1.9807, -1.1710)  0.02
O (-3.2528, 2.6610, 2.2024)  -0.09
H (-2.8690, 2.2229, 1.4166)  -0.01
H (-2.7843, 3.5037, 2.3169)  0.04
O (0.9746, -1.1093, -2.0965)  -0.07
H (0.1949, -1.6947, -1.9007)  0.02
H (1.0887, -1.1375, -3.0294)  0.06